(1)
Formula: C17H19NO2
Source: OMol25
Level of theory: the ωB97M-V functional and the def2-TZVPD basis

Computed properties:
SMILES string	c1ccc(CCNC[C@@H]2COc3ccccc3O2)cc1
HOMO level	-8.3	eV
frontier orbital gap	9.060	eV

ORCA input file:
```
! wB97M-V def2-TZVPD RIJCOSX def2/J DEFGRID3
* xyz 0 1
C 4.52526 1.46360 4.42383
C 4.83947 2.12427 3.24824
C 3.91917 2.18163 2.21722
C 2.67185 1.58355 2.34604
C 1.69148 1.61115 1.20943
C 1.94767 0.42539 0.26940
N 1.20167 0.55411 -0.97025
C -0.23858 0.53070 -0.88194
C -0.87547 -0.72547 -0.23726
C -0.51396 -2.00815 -0.99324
O -0.95474 -1.94470 -2.32911
C -2.25191 -1.50589 -2.44535
C -2.91682 -1.71464 -3.64578
C -4.22815 -1.30571 -3.79496
C -4.88786 -0.69346 -2.74136
C -4.22808 -0.46383 -1.54957
C -2.90410 -0.85479 -1.39434
O -2.28403 -0.58868 -0.20029
C 2.36758 0.92173 3.52846
C 3.28627 0.86232 4.56162
H 5.24259 1.41941 5.23009
H 5.80405 2.59776 3.13569
H 4.16660 2.69960 1.30153
H 1.79993 2.53060 0.63281
H 0.67395 1.56011 1.59889
H 3.00723 0.42178 -0.00225
H 1.74236 -0.51360 0.81172
H 1.51915 -0.14079 -1.63697
H -0.57322 1.40140 -0.31210
H -0.62812 0.63144 -1.89914
H -0.56873 -0.81294 0.81014
H -0.98332 -2.86204 -0.48302
H 0.56564 -2.16500 -1.02793
H -2.38398 -2.20473 -4.44510
H -4.73691 -1.47364 -4.73152
H -5.91607 -0.38491 -2.85020
H -4.71515 0.02402 -0.72037
H 1.39995 0.45317 3.64326
H 3.03424 0.34627 5.47674
*
```

These are the Löwdin partial charges, in e, on atoms 1 to 8: C -0.098; C -0.087; C -0.048; C -0.247; C -0.149; C -0.225; N -0.061; C -0.160

(2)
Formula: C3H5LaO3
Source: OMol25
Level of theory: the ωB97M-V functional and the def2-TZVPD basis

Computed properties:
<S²>	0.751
HOMO level (alpha / beta)	-10.4 / -13.7	eV
frontier orbital gap (alpha / beta)	5.837 / 8.922	eV

ORCA input file:
```
! wB97M-V def2-TZVPD RIJCOSX def2/J DEFGRID3
* xyz 1 2
La 3.02700 0.79122 0.45833
O 1.96499 -1.47626 0.04215
O -0.19386 -1.19293 0.49792
C -1.19048 -0.23670 0.10700
C -0.51704 1.13795 0.20785
O 0.75130 1.05098 -0.34104
C 0.81414 -1.27083 -0.35242
H -1.49884 -0.44245 -0.92947
H -2.04137 -0.35809 0.78476
H -0.49999 1.43967 1.27255
H -1.15597 1.86551 -0.32653
H 0.54012 -1.30807 -1.42110
*
```

These are the Löwdin partial charges, in e, on atoms 1 to 8: La 1.777; O -0.174; O 0.005; C -0.120; C -0.315; O -0.500; C -0.376; H 0.137

Please write out number 2 again, unchanged.
Formula: C3H5LaO3
Source: OMol25
Level of theory: the ωB97M-V functional and the def2-TZVPD basis

Computed properties:
<S²>	0.751
HOMO level (alpha / beta)	-10.4 / -13.7	eV
frontier orbital gap (alpha / beta)	5.837 / 8.922	eV

ORCA input file:
```
! wB97M-V def2-TZVPD RIJCOSX def2/J DEFGRID3
* xyz 1 2
La 3.02700 0.79122 0.45833
O 1.96499 -1.47626 0.04215
O -0.19386 -1.19293 0.49792
C -1.19048 -0.23670 0.10700
C -0.51704 1.13795 0.20785
O 0.75130 1.05098 -0.34104
C 0.81414 -1.27083 -0.35242
H -1.49884 -0.44245 -0.92947
H -2.04137 -0.35809 0.78476
H -0.49999 1.43967 1.27255
H -1.15597 1.86551 -0.32653
H 0.54012 -1.30807 -1.42110
*
```

These are the Löwdin partial charges, in e, on atoms 1 to 8: La 1.777; O -0.174; O 0.005; C -0.120; C -0.315; O -0.500; C -0.376; H 0.137